# 1
Molecular formula: H12O6
Method: DFT, ωB97M-V with the def2-TZVPD basis set

```
18
Properties=species:S:1:pos:R:3:forces:R:3
O -0.2965 -1.7261 -2.1974 -2.331 -1.069 3.550
H -0.1490 -2.3814 -1.4392 -0.211 1.251 -1.886
H 0.4337 -1.7054 -2.7447 2.545 -0.339 -1.706
O 1.4855 -0.4203 1.9714 1.636 8.536 -4.007
H 2.4496 -0.0914 1.8312 -2.658 -0.508 0.287
H 1.6086 -1.1833 2.3173 1.088 -8.282 3.909
O -1.6866 -1.2155 1.2122 3.747 -5.739 4.740
H -0.7569 -1.1167 1.5958 -2.387 0.517 -1.115
H -1.9578 -0.5631 0.6932 -1.475 4.958 -3.320
O 1.1083 2.8722 0.2810 -1.936 -0.835 -1.653
H 0.6691 2.2626 -0.4168 1.154 1.426 1.999
H 2.0244 2.6575 0.2109 0.962 -0.190 -0.116
O 0.4535 0.3593 -0.4337 -0.607 4.584 -1.448
H 0.7021 -0.2140 0.1972 1.780 -2.219 5.046
H 0.2932 -0.2898 -1.0371 -1.192 -2.476 -4.160
O -2.2656 0.9539 -0.3247 -0.367 0.152 -1.820
H -1.3290 0.6882 -0.5418 -1.163 0.721 -0.038
H -2.7868 1.1132 -1.1749 1.415 -0.488 1.737
```
Positions in Å, forces in eV/Å.

Results
Gap between HOMO and LUMO ... 10.644 eV
Energy above the lowest of the compared OMol25 structures with the same formula, charge and spin ... 287.8 kJ/mol
E_LUMO ... -0.041 eV
SMILES ... O.O.O.O.O.O
HOMO energy ... -10.68 eV
Energy ... -12478.131 eV

For each atom in turn, the Mulliken charge in e is:
1. O -0.6988
2. H 0.3577
3. H 0.3152
4. O -0.6122
5. H 0.2849
6. H 0.2658
7. O -0.6269
8. H 0.2984
9. H 0.3494
10. O -0.6349
11. H 0.3528
12. H 0.2767
13. O -0.5663
14. H 0.1574
15. H 0.5113
16. O -0.7447
17. H 0.3916
18. H 0.3226

=====

# 2
Molecular formula: H12O6
Method: DFT, ωB97M-V with the def2-TZVPD basis set

```
18
Properties=species:S:1:pos:R:3:forces:R:3
H 1.1389 -0.9790 -0.1197 -0.126 0.019 0.180
H 0.8690 -0.6182 1.3319 -0.139 -0.122 -0.139
H -4.2842 -1.7758 0.2127 0.053 -0.048 0.083
H -2.8186 -1.8263 -0.1865 -0.052 -0.047 0.090
H -2.8286 3.1708 0.4105 0.062 -0.002 0.082
H -1.5107 2.5671 -0.0463 0.225 0.008 0.136
H 0.8192 1.3144 -2.5020 0.074 0.106 -0.020
H 1.4382 0.9227 -1.1703 0.134 0.240 0.164
H 1.1812 1.0684 2.2256 0.209 0.300 -0.003
H 0.4558 2.2844 2.7780 -0.126 0.051 -0.140
H 2.2274 -2.5205 -1.3635 0.180 -0.127 -0.011
H 2.7847 -3.8913 -1.7103 -0.001 0.068 -0.057
O 1.5767 -0.8835 0.7336 0.026 -0.045 -0.182
O -3.4356 -2.1453 0.4817 -0.003 0.093 -0.172
O -2.0011 2.8090 0.7473 -0.251 0.021 -0.179
O 1.1283 1.6872 -1.6687 -0.215 -0.252 -0.117
O 0.6997 1.8565 1.9496 0.066 -0.278 0.165
O 2.5598 -3.0407 -2.1037 -0.117 0.015 0.120
```
Positions in Å, forces in eV/Å.

Results
Gap between HOMO and LUMO ... 11.274 eV
Energy above the lowest of the compared OMol25 structures with the same formula, charge and spin ... 181.4 kJ/mol
E_LUMO ... -0.046 eV
SMILES ... O.O.O.O.O.O
HOMO energy ... -11.32 eV
Energy ... -12479.234 eV

For each atom in turn, the Mulliken charge in e is:
1. H 0.2747
2. H 0.3221
3. H 0.3214
4. H 0.3072
5. H 0.3007
6. H 0.3090
7. H 0.3160
8. H 0.3221
9. H 0.2871
10. H 0.2880
11. H 0.3030
12. H 0.3163
13. O -0.6222
14. O -0.6289
15. O -0.6141
16. O -0.6205
17. O -0.5515
18. O -0.6304

=====

# 3
Molecular formula: H12O6
Method: DFT, ωB97M-V with the def2-TZVPD basis set

```
18
Properties=species:S:1:pos:R:3:forces:R:3
O 2.6004 0.5333 -1.6563 0.773 0.871 0.626
H 1.8149 1.1605 -1.6623 -0.809 -0.003 0.144
H 3.3206 1.1760 -1.4081 -0.406 -0.898 -0.383
O -1.0881 -2.3612 2.0210 1.030 0.143 -1.097
H -1.2269 -2.3417 2.9635 0.325 -0.051 0.638
H -0.1448 -2.1594 1.8093 -1.124 -0.352 0.679
O 2.5657 -1.0240 0.4786 -0.541 -0.602 0.247
H 3.4519 -1.3756 0.3159 0.436 -0.133 0.047
H 2.3872 -0.3558 -0.2259 0.287 1.025 -0.522
O -2.6959 -0.4138 1.2547 0.427 -1.027 -0.162
H -2.1017 -1.1928 1.5031 -0.650 0.800 -0.144
H -3.4165 -0.8311 0.7528 0.173 0.273 0.213
O -1.7003 1.1701 -0.6048 -0.358 0.048 0.917
H -2.4222 1.7874 -0.3384 0.823 -0.461 -0.384
H -1.7366 0.4904 0.1387 -0.451 0.520 -0.567
O 0.4712 2.1255 -1.6773 0.183 -0.817 -0.364
H -0.2223 1.6865 -1.0864 -0.166 0.323 -0.259
H 0.1433 1.9259 -2.5781 0.045 0.341 0.372
```
Positions in Å, forces in eV/Å.

Results
Charge ... +1
Gap between HOMO and LUMO (spin up / spin down) ... 11.506 / 3.288 eV
Energy above the lowest of the compared OMol25 structures with the same formula, charge and spin ... 89.7 kJ/mol
E_LUMO (spin up / spin down) ... -3.396 / -11.229 eV
<S²> ... 0.758
HOMO energy (spin up / spin down) ... -14.90 / -14.52 eV
Energy ... -12469.276 eV
Multiplicity ... 2

For each atom in turn, the Mulliken charge in e is:
1. O -0.6383
2. H 0.4681
3. H 0.4147
4. O -0.7135
5. H 0.3566
6. H 0.3286
7. O -0.3203
8. H 0.3975
9. H 0.4563
10. O -0.7684
11. H 0.4410
12. H 0.3582
13. O -0.7142
14. H 0.3421
15. H 0.4062
16. O -0.6890
17. H 0.4994
18. H 0.3750

=====

# 4
Molecular formula: H12O6
Method: DFT, ωB97M-V with the def2-TZVPD basis set

```
18
Properties=species:S:1:pos:R:3:forces:R:3
O 1.5946 -2.5992 -2.0906 0.144 0.904 0.223
H 2.1007 -3.2775 -1.6333 -0.428 -0.231 -0.039
H 0.6467 -2.7434 -2.0034 0.099 -0.523 -0.043
O -2.3350 1.3657 0.8350 0.563 0.463 -0.349
H -2.7202 1.8653 1.5768 -0.003 -0.164 0.176
H -1.9442 0.5356 1.1408 -0.115 -0.691 0.484
O -1.7873 -1.0893 -2.7305 -0.098 0.335 0.945
H -2.5045 -1.1661 -2.0835 -0.102 -0.394 -0.420
H -1.4091 -0.2474 -2.4458 0.259 0.034 -0.500
O -0.2206 -0.2053 1.9355 -1.240 0.302 -0.123
H 0.4651 -0.1697 1.2286 0.653 0.428 -0.338
H -0.0182 0.4144 2.6606 0.570 0.086 -0.078
O 0.8295 2.5218 1.8134 -0.675 -0.524 0.005
H 0.4043 2.3779 0.9512 0.514 0.384 0.087
H 1.5481 3.1589 1.7088 -0.053 -0.046 -0.205
O 1.6125 0.1282 -0.3365 -0.520 -0.817 1.110
H 2.3786 -0.1395 0.1927 0.263 0.375 -0.241
H 1.3590 -0.7303 -0.7197 0.170 0.078 -0.691
```
Positions in Å, forces in eV/Å.

Results
Charge ... +1
Gap between HOMO and LUMO (spin up / spin down) ... 10.852 / 3.381 eV
Energy above the lowest of the compared OMol25 structures with the same formula, charge and spin ... 129.1 kJ/mol
E_LUMO (spin up / spin down) ... -3.829 / -11.298 eV
<S²> ... 0.759
HOMO energy (spin up / spin down) ... -14.68 / -14.68 eV
Energy ... -12468.868 eV
Multiplicity ... 2

For each atom in turn, the Mulliken charge in e is:
1. O -0.6701
2. H 0.3408
3. H 0.3408
4. O -0.3520
5. H 0.3928
6. H 0.4144
7. O -0.6144
8. H 0.3121
9. H 0.3073
10. O -0.4285
11. H 0.4315
12. H 0.4004
13. O -0.5500
14. H 0.3496
15. H 0.3348
16. O -0.7068
17. H 0.3497
18. H 0.3474

=====

# 5
Molecular formula: H12O6V
Method: DFT, ωB97M-V with the def2-TZVPD basis set

```
19
Properties=species:S:1:pos:R:3:forces:R:3
V 0.0377 -0.2176 -0.0852 1.172 1.565 -1.702
O -1.6343 -1.1666 0.5268 -0.988 0.500 0.556
H -2.1823 -1.8546 0.1068 0.377 -0.518 -0.140
H -2.3273 -0.6756 1.0348 0.522 -0.138 -0.041
O 0.9097 -2.0606 -0.6442 0.647 0.646 0.518
H 1.8777 -2.1266 -0.4722 -0.303 0.136 -0.234
H 0.6807 -2.9896 -0.8492 -0.516 0.174 -0.073
O 1.7167 1.1724 -0.8492 -0.541 -0.521 0.904
H 2.6567 1.0694 -0.6552 0.632 -0.850 -0.360
H 1.6687 2.1144 -0.6272 -0.715 0.378 -0.272
O -1.0813 0.3644 -1.8122 1.865 -1.146 1.464
H -1.4883 1.2034 -1.6052 -0.810 0.401 -0.639
H -1.7213 -0.2936 -2.0832 -0.811 -0.039 -0.789
O 1.0487 -0.1676 1.7128 -0.466 0.970 -1.748
H 1.5437 0.4534 2.2608 0.531 0.824 -0.168
H 0.8227 -0.8216 2.3288 -0.633 -2.369 1.792
O -0.7013 1.7224 0.3828 0.837 -2.232 1.223
H -1.0553 2.5004 -0.0192 -0.539 1.395 -0.381
H -0.7723 1.7734 1.3478 -0.259 0.822 0.091
```
Positions in Å, forces in eV/Å.

Results
Charge ... +3
Gap between HOMO and LUMO (spin up / spin down) ... 9.430 / 10.630 eV
Energy above the lowest of the compared OMol25 structures with the same formula, charge and spin ... 89.7 kJ/mol
E_LUMO (spin up / spin down) ... -15.892 / -14.788 eV
<S²> ... 2.006
HOMO energy (spin up / spin down) ... -25.32 / -25.42 eV
Energy ... -38137.376 eV
Multiplicity ... 3

For each atom in turn, the Mulliken charge in e is:
1. V 1.2155
2. O -0.5044
3. H 0.3735
4. H 0.3799
5. O -0.4136
6. H 0.3568
7. H 0.3456
8. O -0.4945
9. H 0.3664
10. H 0.3804
11. O -0.4611
12. H 0.4058
13. H 0.4115
14. O -0.3753
15. H 0.3456
16. H 0.3409
17. O -0.3778
18. H 0.3280
19. H 0.3768

=====

# 6
Molecular formula: H12Si5
Method: DFT, ωB97M-V with the def2-TZVPD basis set

```
17
Properties=species:S:1:pos:R:3:forces:R:3
Si 3.4645 1.7078 -0.1580 0.476 -0.034 -0.405
Si -3.5729 1.5005 -0.0047 0.018 0.049 -0.012
Si -0.5018 -3.0280 0.0728 -0.560 -0.093 0.343
Si 1.5354 0.5461 0.3406 -0.437 -0.973 0.519
Si 1.3391 -1.6515 0.0438 0.644 1.129 -0.562
H 3.2342 3.1368 -0.4081 -0.299 0.177 0.034
H 4.5606 1.6434 0.8141 0.008 -0.121 0.367
H 4.0043 1.1528 -1.4027 0.044 -0.142 -0.266
H -3.6453 2.3799 1.1594 -0.001 0.193 0.245
H -3.7594 2.2861 -1.2221 -0.028 0.173 -0.253
H -4.6325 0.5019 0.0857 -0.216 -0.270 0.022
H -1.5542 -2.6783 -0.8895 -0.018 0.207 -0.234
H -0.1415 -4.4238 -0.1995 0.298 -0.152 -0.054
H -1.1207 -2.9916 1.4010 -0.089 0.023 0.263
H 1.0175 1.0094 1.6511 -0.171 0.083 -0.036
H -2.2622 0.8523 -0.0442 0.247 -0.160 0.001
H 2.0347 -1.9439 -1.2396 0.081 -0.089 0.029
```
Positions in Å, forces in eV/Å.

Results
Gap between HOMO and LUMO ... 6.831 eV
Energy above the lowest of the compared OMol25 structures with the same formula, charge and spin ... 38.7 kJ/mol
E_LUMO ... -1.219 eV
SMILES ... [SiH3]/[SiH]=[SiH]/[SiH3].[SiH4]
HOMO energy ... -8.05 eV
Energy ... -39578.274 eV

For each atom in turn, the Mulliken charge in e is:
1. Si 0.3247
2. Si 0.4298
3. Si 0.3223
4. Si 0.0778
5. Si 0.1087
6. H -0.1194
7. H -0.1092
8. H -0.1173
9. H -0.0994
10. H -0.0996
11. H -0.1031
12. H -0.1052
13. H -0.1189
14. H -0.1050
15. H -0.0750
16. H -0.1299
17. H -0.0814

=====

Q: The lowest energy belongs to which entry?
A: H12Si5

=====

Q: Look up the energy of the second one.
A: -12479.234 eV

=====

Q: Number 3 is which compound?
A: H12O6